(1)
This record from the Open Molecules 2025 dataset describes 5 unconnected molecules or ions with the total composition H9O4S. The level of theory is the ωB97M-V functional and the def2-TZVPD basis.

Atoms and positions in Å:
S -0.46 1.07 -1.35
H 0.65 0.97 -2.08
H 1.52 0.91 -0.15
H 2.74 -0.02 -0.24
O 2.47 0.85 0.08
H -1.99 -0.64 0.42
H -2.51 -0.05 1.64
O -2.71 -0.80 1.06
H -0.35 1.73 1.03
H 0.75 1.17 1.89
O -0.10 1.62 1.97
H -0.06 -3.05 -1.27
H -0.27 -1.52 -1.36
O 0.32 -2.25 -1.65

The energy above the lowest of the compared OMol25 structures with the same formula, charge and spin comes out at 0.568 eV. The net charge is -1. The molecular weight comes out at 105.13 g mol⁻¹. As for the spin multiplicity: 1. The calculation puts the lowest unoccupied orbital energy at 3.76 eV. Its HOMO energy is -0.151 Ha. For the maximum force, the calculation gives 0.90 eV/A.

---

(2)
This record from the Open Molecules 2025 dataset describes a molecular structure, C24H45Ba2F8NO15RbS4 at a distorted geometry. The level of theory is the ωB97M-V functional and the def2-TZVPD basis.

Atoms and positions in Å:
Rb 0.36 -3.50 3.00
Ba 3.62 0.97 2.28
Ba 4.48 -2.80 2.10
O 1.05 1.59 1.75
C 0.30 0.44 1.50
C 1.10 -0.79 0.79
O 2.11 -1.45 1.51
H -0.59 0.56 0.87
H -0.13 0.04 2.42
H 1.26 -0.65 -0.28
H 0.32 -1.55 0.73
O 4.02 -3.41 -0.66
S 4.78 -3.47 -1.95
O 4.87 -4.77 -2.67
O 4.02 -2.36 -2.97
C 3.61 -1.08 -2.36
C 2.26 -0.83 -2.96
C 6.47 -2.77 -1.90
H 4.31 -0.31 -2.68
H 3.57 -1.11 -1.27
H 1.67 -1.74 -3.02
H 2.56 -0.43 -3.93
H 1.72 -0.08 -2.38
H 6.45 -1.77 -1.47
H 6.58 -2.72 -2.98
H 7.23 -3.38 -1.42
O -2.02 3.51 1.31
S -2.42 3.30 2.69
O -1.45 3.46 3.72
O -3.64 4.36 3.06
C -4.28 4.38 4.32
C -5.79 4.32 3.95
C -3.21 1.63 2.82
H -3.97 5.29 4.82
H -4.00 3.54 4.96
H -6.07 5.19 3.35
H -6.53 4.17 4.74
H -5.89 3.42 3.34
H -2.56 0.91 2.34
H -4.19 1.62 2.34
H -3.28 1.59 3.91
O -0.57 -0.33 7.35
S -0.84 0.53 6.20
O -1.17 -0.12 4.97
O -1.92 1.67 6.58
C -1.87 2.14 7.91
C -2.94 3.23 8.11
C 0.60 1.58 5.80
H -0.90 2.61 8.08
H -1.91 1.38 8.70
H -2.83 3.98 7.33
H -2.87 3.69 9.09
H -3.92 2.76 7.98
H 1.29 1.02 5.16
H 1.03 2.09 6.66
H 0.12 2.32 5.16
O -1.40 -4.88 -1.73
S -0.10 -5.54 -1.95
O 0.30 -6.73 -1.19
O 0.12 -5.96 -3.52
C -0.33 -5.02 -4.46
C -0.53 -5.69 -5.80
C 1.20 -4.23 -1.78
H 0.45 -4.28 -4.61
H -1.21 -4.43 -4.19
H -1.19 -6.55 -5.69
H 0.42 -6.08 -6.16
H -1.00 -5.01 -6.52
H 1.96 -4.53 -1.06
H 0.75 -3.31 -1.40
H 1.67 -4.03 -2.74
N 3.63 2.25 -0.28
C 2.67 2.52 -1.14
C 2.79 2.70 -2.49
C 4.01 2.51 -3.09
C 5.06 2.29 -2.23
C 4.86 2.15 -0.83
H 1.76 2.61 -0.55
H 1.89 2.99 -3.02
H 4.22 2.56 -4.15
H 6.04 2.03 -2.60
H 5.79 2.05 -0.27
C -3.25 1.52 -3.79
C -2.64 1.55 -5.28
C -1.08 1.47 -5.08
F -0.30 1.70 -6.14
F -0.69 2.33 -4.16
F -3.04 0.43 -5.94
F -2.92 2.55 -6.05
O -2.58 0.66 -2.88
C -3.14 -0.66 -2.70
C -2.31 -1.39 -1.54
F -0.97 -1.38 -1.58
F -2.72 -0.80 -0.38
F -4.47 -0.72 -2.38
F -2.98 -1.39 -3.76
H -4.30 1.29 -3.98
H -3.20 2.52 -3.36
H -0.72 0.49 -4.76
H -2.53 -2.45 -1.57

The net charge is +3. The molecular weight comes out at 1227.99 g mol⁻¹. As for the spin multiplicity: 1. The calculation puts the lowest unoccupied orbital energy at -11.01 eV. Its HOMO energy is -0.559 Ha. For the maximum force, the calculation gives 4.31 eV/A.

---

(3)
This record from the Open Molecules 2025 dataset describes 2 unconnected molecules or ions with the total composition C4H13NS at a distorted geometry. The level of theory is the ωB97M-V functional and the def2-TZVPD basis.

Atoms and positions in Å:
C -0.95 2.72 0.84
S 0.76 3.38 0.89
C 1.42 2.56 -0.62
H -1.39 3.06 1.79
H -0.93 1.61 0.67
H -1.43 3.20 -0.05
H 2.34 3.06 -0.99
H 1.83 1.56 -0.42
H 0.69 2.56 -1.42
C -1.28 -2.88 -0.10
C 0.12 -2.39 -0.52
N 0.79 -1.86 0.66
H -1.21 -3.74 0.55
H -1.84 -2.09 0.43
H -1.80 -3.16 -1.03
H 0.71 -3.22 -0.96
H 0.01 -1.67 -1.32
H 0.37 -1.02 1.05
H 1.79 -1.68 0.58

The energy above the lowest of the compared OMol25 structures with the same formula, charge and spin comes out at 0.394 eV. The net charge is -1. The molecular weight comes out at 107.22 g mol⁻¹. As for the spin multiplicity: 2. The calculation puts the lowest unoccupied orbital energy (alpha / beta) at 3.52 / 3.86 eV. Its HOMO energy (alpha / beta) is 0.043 / -0.185 Ha. For the maximum force, the calculation gives 1.53 eV/A.

---

(4)
This record from the Open Molecules 2025 dataset describes a molecular structure, C7H6NO3S2 at a distorted geometry. The level of theory is the ωB97M-V functional and the def2-TZVPD basis.

Atoms and positions in Å:
C 0.40 -0.76 -1.38
C -0.85 -0.84 -1.30
C 1.67 -0.86 -0.83
C 0.78 0.11 0.71
C -0.68 0.30 0.80
C -1.60 0.09 -0.46
C -3.05 -0.47 -0.22
N 2.72 -0.16 -1.17
O 3.94 0.04 1.12
O 1.72 1.10 0.79
O 3.78 1.93 -0.25
S 1.46 -1.55 0.84
S 3.23 0.69 0.10
H -1.02 -0.45 1.59
H -0.78 1.30 1.13
H -1.70 1.14 -0.83
H -3.61 0.27 0.43
H -3.02 -1.46 0.10
H -3.40 -0.43 -1.17

The energy above the lowest of the compared OMol25 structures with the same formula, charge and spin comes out at 4.487 eV. The net charge is -1. The molecular weight comes out at 216.26 g mol⁻¹. As for the spin multiplicity: 1. The calculation puts the lowest unoccupied orbital energy at 3.30 eV. Its HOMO energy is -0.138 Ha. For the maximum force, the calculation gives 4.82 eV/A.

---

(5)
This record from the Open Molecules 2025 dataset describes a molecular structure, C15H20O13Rb at a distorted geometry. The level of theory is the ωB97M-V functional and the def2-TZVPD basis.

Atoms and positions in Å:
Rb -14.87 20.97 3.97
C -10.16 20.72 5.56
C -9.75 19.97 6.57
C -10.65 19.24 7.58
O -10.17 18.47 8.55
C -11.99 19.52 7.69
C -12.59 20.38 6.66
C -11.66 20.86 5.35
O -12.02 21.38 4.31
O -13.71 20.76 6.74
O -8.44 20.01 6.64
H -9.59 21.18 4.77
H -12.63 19.02 8.40
C -7.74 24.70 1.50
O -8.08 23.38 1.15
C -7.88 22.41 1.97
O -7.28 22.43 3.06
O -8.48 21.34 1.43
C -8.65 20.15 2.19
H -8.14 24.90 2.49
H -7.88 25.39 0.67
H -6.69 24.77 1.80
H -7.78 19.95 2.80
H -8.63 19.29 1.52
H -9.64 20.11 2.64
C -11.20 24.41 3.85
O -10.53 25.53 3.32
C -11.17 26.61 2.91
O -12.42 26.75 2.94
O -10.23 27.32 2.39
C -10.58 28.55 1.75
H -11.78 23.81 3.15
H -11.82 24.79 4.65
H -10.37 23.81 4.23
H -9.80 28.77 1.03
H -10.77 29.31 2.52
H -11.54 28.53 1.24
C -14.78 17.25 6.74
O -13.56 16.87 6.12
C -13.33 17.21 4.85
O -14.08 17.87 4.12
O -12.15 16.74 4.49
C -11.78 16.69 3.12
H -14.52 18.27 7.01
H -14.97 16.76 7.70
H -15.63 17.39 6.08
H -11.60 17.74 2.93
H -12.50 16.18 2.48
H -10.82 16.19 2.99

The energy above the lowest of the compared OMol25 structures with the same formula, charge and spin comes out at 3.590 eV. The net charge is -1. The molecular weight comes out at 493.78 g mol⁻¹. As for the spin multiplicity: 1. The calculation puts the lowest unoccupied orbital energy at 1.06 eV. Its HOMO energy is -0.104 Ha. For the maximum force, the calculation gives 8.10 eV/A.

---

(6)
This record from the Open Molecules 2025 dataset describes a single C3H6N4O molecule at a distorted geometry. The level of theory is the ωB97M-V functional and the def2-TZVPD basis.

Atoms and positions in Å:
H 3.10 -2.02 1.11
N 2.32 -2.03 1.93
C 1.27 -1.01 1.94
N 0.78 -0.30 0.91
C -0.55 -0.28 0.75
O -1.40 -0.60 1.57
C -0.96 0.45 -0.47
N -0.37 0.72 -1.72
N -1.16 1.45 -2.74
H 0.53 -0.77 2.89
H 1.26 0.26 0.21
H -2.01 0.38 -0.61
H -2.26 1.63 -2.33
H -0.55 2.14 -3.45

The energy above the lowest of the compared OMol25 structures with the same formula, charge and spin comes out at 6.497 eV. The net charge is 0. The molecular weight comes out at 114.11 g mol⁻¹. As for the spin multiplicity: 1. The calculation puts the lowest unoccupied orbital energy at -0.67 eV. The SMILES is [H]/N=C\NC(=O)/C=N/N. Its HOMO energy is -0.343 Ha. For the maximum force, the calculation gives 7.68 eV/A.

---

(7)
This record from the Open Molecules 2025 dataset describes 10 unconnected molecules or ions with the total composition C14H36N8O18 at a distorted geometry. The level of theory is the ωB97M-V functional and the def2-TZVPD basis.

Atoms and positions in Å:
C 12.77 16.49 10.24
N 11.99 16.91 9.14
O 10.78 16.70 9.02
O 12.64 17.27 8.15
H 13.74 16.82 10.11
H 12.74 15.41 10.16
H 12.30 16.88 11.18
C 10.27 9.28 14.91
N 10.61 7.93 14.36
O 9.98 6.98 14.79
O 11.42 7.92 13.47
H 10.94 9.94 14.42
H 10.40 9.35 16.02
H 9.24 9.45 14.63
C 6.52 12.01 15.35
N 7.13 10.89 14.59
O 6.99 9.74 14.93
O 7.86 11.25 13.67
H 7.33 12.63 15.62
H 5.99 11.60 16.19
H 5.79 12.43 14.65
C 14.87 11.74 10.40
N 15.03 13.14 9.73
O 14.06 13.58 9.12
O 16.08 13.75 9.82
H 14.29 11.11 9.72
H 14.26 11.92 11.31
H 15.81 11.23 10.70
C 8.35 17.24 6.01
N 7.97 18.66 5.53
O 8.62 19.09 4.58
O 7.10 19.24 6.10
H 8.62 16.70 5.14
H 7.60 16.79 6.67
H 9.16 17.39 6.68
C 11.48 12.32 7.59
N 10.72 12.84 8.76
O 9.64 13.33 8.50
O 11.07 12.48 9.88
H 11.80 13.18 6.99
H 10.78 11.72 6.86
H 12.30 11.81 8.03
C 11.11 14.15 12.47
N 12.49 13.51 12.54
O 12.64 12.43 13.14
O 13.39 14.19 11.99
H 11.28 15.08 11.89
H 10.88 14.47 13.54
H 10.35 13.47 12.07
C 9.83 14.76 17.41
N 9.30 13.40 17.10
O 8.71 12.67 17.91
O 9.47 13.02 15.98
H 10.00 15.28 16.50
H 10.72 14.65 18.08
H 9.02 15.23 18.06
C 15.15 13.08 16.26
C 13.64 13.22 16.11
C 12.81 12.04 16.45
O 13.11 14.27 15.85
H 15.53 12.15 15.86
H 15.39 13.27 17.26
H 15.60 13.96 15.72
H 13.40 11.10 16.28
H 11.86 11.94 15.88
H 12.53 12.03 17.49
C 15.01 7.49 7.45
C 13.92 8.31 8.10
C 12.86 7.59 8.90
O 13.83 9.50 7.89
H 15.54 6.97 8.23
H 15.83 8.03 6.92
H 14.57 6.75 6.82
H 12.63 7.89 9.89
H 13.11 6.50 8.96
H 11.97 7.69 8.34

The net charge is 0. The molecular weight comes out at 604.48 g mol⁻¹. As for the spin multiplicity: 1. The calculation puts the lowest unoccupied orbital energy at -0.51 eV. The SMILES is C[N+](=O)[O-].C[N+](=O)[O-].C[N+](=O)[O-].C[N+](=O)[O-].C[N+](=O)[O-].C[N+](=O)[O-].C[N+](=O)[O-].C[N+](=O)[O-].CC(C)=O.CC(C)=O. Its HOMO energy is -0.371 Ha. For the maximum force, the calculation gives 5.10 eV/A.

---

(8)
This record from the Open Molecules 2025 dataset describes 3 unconnected molecules or ions with the total composition C2H7NO4 at a distorted geometry. The level of theory is the ωB97M-V functional and the def2-TZVPD basis.

Atoms and positions in Å:
O -0.42 1.51 -3.34
C -1.26 0.89 -2.65
N -0.77 -0.01 -1.67
C 0.48 -0.69 -1.70
O 0.96 -0.71 -2.77
H -2.36 0.98 -2.68
H -1.47 -0.22 -0.94
H 0.59 -1.21 -0.81
O -0.90 0.12 1.72
H -0.53 -0.71 2.13
H -0.44 0.93 2.16
O 1.93 0.07 3.38
H 1.63 -0.68 3.01
H 2.55 -0.27 4.16

The energy above the lowest of the compared OMol25 structures with the same formula, charge and spin comes out at 2.152 eV. The net charge is 0. The molecular weight comes out at 109.08 g mol⁻¹. As for the spin multiplicity: 1. The calculation puts the lowest unoccupied orbital energy at 0.04 eV. The SMILES is O=CNC=O.O.O. Its HOMO energy is -0.359 Ha. For the maximum force, the calculation gives 6.21 eV/A.